[1]
{"formula": "C16H21BrN2O3SSiSn", "method": "the ωB97M-V functional and the def2-TZVPD basis", "species": ["S", "H", "H", "C", "O", "O", "H", "H", "N", "Si", "H", "H", "H", "C", "H", "C", "H", "C", "C", "H", "C", "C", "C", "N", "C", "H", "C", "C", "Br", "H", "H", "H", "O", "H", "H", "H", "C", "H", "H", "C", "C", "H", "C", "Sn", "C", "H"], "coordinates": [[1.357, 0.121, 1.262], [-2.182, 1.013, -3.030], [-4.126, -6.668, 1.617], [-3.500, -6.024, 1.015], [-2.452, 0.910, 0.766], [-1.298, -1.761, 0.801], [-1.372, -0.122, -1.941], [3.470, 2.429, -2.850], [2.620, 1.763, -0.423], [-2.376, 1.723, -0.657], [-0.912, 3.548, 0.158], [4.501, 3.758, -2.272], [-3.127, -0.151, -2.096], [2.583, 1.137, 0.777], [-3.124, -7.497, -0.505], [-1.894, -4.346, -0.515], [6.617, 2.796, 2.035], [-2.940, -6.486, -0.168], [4.770, 2.686, 0.119], [-4.816, 2.111, -0.827], [-2.256, 0.506, -2.066], [-2.444, -3.869, 0.672], [-2.245, -2.498, 1.232], [3.640, 1.350, 1.639], [3.604, 3.178, -2.071], [-3.687, -4.335, 2.328], [5.795, 2.178, 2.385], [3.656, 2.504, -0.736], [-0.818, -3.309, -1.678], [2.733, 3.832, -2.104], [3.564, 0.878, 2.531], [5.615, 3.288, -0.174], [-2.993, -2.086, 2.149], [5.391, 2.618, 3.297], [-0.824, 3.422, -1.602], [-1.716, -5.994, -1.860], [-3.255, -4.726, 1.418], [6.178, 1.187, 2.628], [0.033, 2.256, -0.588], [-3.929, 2.746, -0.828], [-2.146, -5.648, -0.931], [-4.021, 3.450, 0.001], [-0.881, 2.844, -0.677], [-1.597, -0.118, 2.188], [4.733, 2.084, 1.341], [-3.926, 3.319, -1.758]], "forces_ev_per_a": [[0.19, -0.18, 0.03], [0.00, 0.02, -0.04], [0.00, -0.01, 0.00], [0.01, -0.02, -0.02], [-0.23, 0.27, -0.16], [0.09, -0.25, 0.03], [0.02, -0.01, 0.00], [0.00, -0.02, -0.02], [-0.02, -0.06, 0.11], [-0.01, -0.17, 0.10], [-0.01, 0.02, 0.01], [0.01, 0.01, -0.01], [-0.03, -0.02, 0.01], [-0.14, 0.11, -0.09], [-0.01, -0.03, -0.01], [0.06, -0.03, -0.10], [0.01, 0.00, 0.00], [0.01, 0.06, 0.02], [-0.02, -0.04, 0.07], [-0.03, -0.02, 0.00], [0.04, -0.01, -0.01], [-0.08, 0.01, 0.05], [0.12, 0.10, -0.09], [0.02, -0.09, 0.06], [0.05, 0.00, 0.02], [0.01, 0.00, -0.01], [0.01, 0.02, -0.04], [0.03, 0.09, -0.08], [-0.01, -0.03, -0.01], [-0.02, 0.01, 0.00], [0.00, 0.02, -0.03], [0.02, 0.02, -0.02], [-0.05, 0.16, -0.05], [-0.01, 0.01, 0.02], [-0.02, 0.02, -0.05], [0.00, -0.01, 0.00], [-0.03, 0.00, 0.03], [0.01, -0.02, 0.01], [0.06, -0.03, -0.02], [-0.02, 0.01, 0.02], [0.00, -0.01, 0.00], [-0.01, 0.03, 0.02], [0.01, 0.03, 0.07], [0.00, -0.01, 0.25], [-0.03, 0.04, -0.05], [0.00, 0.03, -0.04]], "relative_energy_kcal_mol": 0.0, "multiplicity": 1, "e_tot_ha": -4433.67792, "total_charge": 0}


[2]
{"formula": "C16H21Cl2FO2Sn", "method": "the ωB97M-V functional and the def2-TZVPD basis", "species": ["C", "H", "C", "H", "H", "F", "C", "C", "C", "C", "H", "H", "C", "C", "H", "H", "C", "H", "C", "H", "H", "H", "C", "C", "C", "H", "Cl", "H", "O", "C", "H", "H", "H", "Sn", "H", "H", "C", "Cl", "H", "O", "H", "C", "H"], "coordinates": [[0.575, 2.141, -2.641], [0.064, -3.604, -1.638], [-2.466, -1.988, -2.234], [2.806, 0.294, -3.128], [2.762, -1.414, -2.433], [1.326, 3.143, 6.451], [0.877, -0.404, -2.485], [1.695, 2.419, 4.209], [-1.291, 0.320, -2.416], [0.583, 0.418, 3.462], [-0.818, -0.576, 4.777], [-3.270, -1.532, -1.662], [1.071, 2.229, 5.445], [0.535, -2.956, -2.393], [-2.889, 1.232, -3.505], [2.552, 0.021, -1.327], [0.046, -1.557, -2.321], [-2.182, -2.905, -1.719], [0.058, 0.761, -2.489], [-1.084, 1.013, 0.698], [1.917, 1.577, 2.238], [1.451, 2.350, -1.996], [0.170, 1.188, 5.691], [1.433, 1.471, 3.212], [-0.114, 0.252, 4.651], [0.920, 2.289, -3.681], [2.031, 0.650, 0.278], [-1.959, -2.154, 2.298], [-1.164, -2.156, 2.880], [2.340, -0.409, -2.419], [-2.304, 2.177, -2.126], [-2.810, -2.238, -3.243], [-3.266, 0.684, -1.882], [0.107, -0.918, 1.735], [2.386, 3.240, 4.024], [0.344, -3.348, -3.409], [-2.490, 1.160, -2.482], [1.602, -2.745, 1.049], [-0.178, 2.899, -2.411], [-1.398, 0.032, 0.770], [1.610, -3.014, -2.209], [-1.297, -1.102, -2.294], [-0.281, 1.060, 6.673]], "forces_ev_per_a": [[0.54, 0.26, -0.15], [-0.01, -0.07, -0.26], [-0.06, -0.14, 0.05], [0.16, -0.40, -0.14], [0.22, 0.08, -0.40], [-0.13, -0.46, -0.29], [-1.39, -0.46, 0.06], [-0.36, -0.55, 0.42], [1.32, -0.94, 0.10], [-0.71, -1.49, -1.48], [0.28, 0.32, 0.01], [-0.43, 0.03, 0.01], [-0.21, -0.02, -0.30], [-0.20, -0.27, -0.07], [-0.14, 0.18, -0.07], [0.43, -1.22, -3.20], [0.20, 1.79, -0.21], [-0.16, -0.31, -0.02], [-0.34, -1.65, -0.15], [-0.66, -2.68, -0.18], [-0.20, -0.14, 0.31], [-0.32, -0.15, -0.12], [0.01, -0.49, -0.58], [0.59, 1.06, 0.82], [0.89, 1.17, 0.86], [-0.05, 0.33, 0.10], [-1.06, 0.22, 2.31], [0.60, -0.10, 0.71], [-0.05, 0.75, -1.60], [0.95, 1.19, 1.92], [-0.15, 0.04, 0.08], [-0.43, -0.24, -0.04], [-0.34, 0.28, 0.19], [0.06, 0.55, 0.25], [-0.23, -0.09, 0.21], [0.05, -0.38, 0.26], [-0.55, 0.09, -0.14], [-0.77, 0.71, 0.40], [-0.09, 0.09, -0.08], [1.45, 1.81, 0.70], [-0.04, -0.02, -0.03], [1.22, 1.08, -0.10], [0.07, 0.25, -0.13]], "multiplicity": 1, "e_tot_ha": -2007.32422, "total_charge": -2}


[3]
{"formula": "C16H21Cl3N2O4", "method": "the ωB97M-V functional and the def2-TZVPD basis", "species": ["H", "H", "H", "C", "H", "C", "H", "H", "C", "O", "H", "H", "C", "H", "C", "Cl", "H", "O", "O", "H", "H", "H", "N", "N", "H", "H", "H", "C", "C", "H", "C", "H", "C", "O", "Cl", "C", "C", "H", "C", "C", "H", "H", "Cl", "C", "C", "C"], "coordinates": [[-0.238, 2.128, 1.834], [-3.200, 1.975, 2.356], [-5.865, -1.857, -2.609], [3.462, 1.225, -1.006], [-1.466, 2.302, 0.583], [6.147, 0.839, -0.421], [2.426, 1.408, -1.243], [-1.678, -0.415, 1.261], [1.171, -2.346, -0.176], [4.893, -1.840, 1.434], [-1.314, 0.328, 2.815], [1.498, -0.534, -1.319], [-5.297, -1.883, -1.683], [4.089, 3.034, -1.930], [-3.169, 0.965, 1.941], [-0.540, -2.428, -0.622], [7.183, 0.657, -0.177], [6.846, -1.529, 0.602], [2.996, -0.905, 0.083], [-5.967, 0.050, -1.021], [-3.675, 0.303, 2.647], [-4.877, 1.460, 0.744], [0.860, -0.045, 0.568], [5.672, -1.243, 0.726], [-5.867, -2.445, -0.945], [-3.362, 1.470, -0.152], [-4.775, -1.025, 0.882], [4.411, 2.153, -1.396], [-3.928, 0.936, 0.613], [-4.363, -2.411, -1.866], [-0.840, 1.579, 1.108], [6.487, 2.694, -1.423], [1.644, -0.882, -0.285], [0.174, 1.340, -1.066], [1.377, -2.920, 1.488], [5.204, -0.097, -0.011], [-1.709, 0.523, 1.816], [0.774, -0.335, 1.531], [0.086, 0.974, 0.084], [3.842, 0.080, -0.310], [-4.463, 0.080, -1.944], [-3.282, -1.014, -0.058], [2.115, -3.365, -1.273], [-5.020, -0.471, -1.182], [-4.217, -0.479, 0.116], [5.755, 1.966, -1.112]], "forces_ev_per_a": [[0.01, 0.05, -0.01], [-0.02, 0.01, 0.10], [-0.05, -0.10, -0.09], [-0.13, -0.12, 0.07], [0.11, 0.00, -0.02], [-0.07, -0.22, 0.11], [-0.15, -0.06, -0.02], [0.06, -0.07, 0.06], [0.16, -0.18, -0.07], [-0.05, -0.15, 0.28], [0.05, -0.11, -0.02], [-0.01, -0.20, 0.29], [-0.03, 0.26, -0.02], [-0.05, 0.08, -0.06], [0.07, 0.01, -0.12], [-0.03, 0.01, -0.08], [0.01, -0.02, -0.01], [0.41, -0.17, -0.04], [0.01, 0.14, -0.09], [0.01, 0.09, -0.03], [-0.05, 0.05, 0.07], [0.00, 0.06, -0.08], [0.35, -0.21, 0.04], [0.18, -0.35, 0.24], [-0.06, -0.11, 0.05], [-0.02, 0.12, -0.09], [0.02, -0.09, 0.06], [0.11, -0.09, 0.06], [0.04, -0.25, 0.26], [0.08, -0.12, -0.04], [-0.17, -0.01, -0.10], [0.08, 0.06, -0.02], [-0.19, 0.43, -0.30], [-0.17, 0.19, -0.47], [-0.03, -0.02, 0.02], [-0.40, 0.86, -0.50], [-0.19, 0.14, 0.10], [-0.06, 0.03, -0.03], [0.13, 0.04, 0.39], [0.19, -0.19, 0.11], [-0.03, 0.10, -0.02], [0.05, -0.11, 0.05], [-0.05, 0.09, 0.03], [0.11, -0.29, 0.15], [-0.14, 0.40, -0.23], [-0.08, 0.04, 0.00]], "relative_energy_kcal_mol": 0.2, "smiles": "CCCCCCCC(=O)N[C@@H](Oc1ccccc1[N+](=O)[O-])C(Cl)(Cl)Cl", "multiplicity": 1, "e_tot_ha": -2413.26124, "total_charge": 0}